[1]
Formula: C45H51BrFNO19S
Source: the Open Molecules 2025 dataset
Level of theory: ωB97M-V/def2-TZVPD

XYZ file:
```
119
Properties=species:S:1:pos:R:3:forces:R:3:lowdin_charge:R:1
C -0.0452 -0.7922 0.6613 -0.38 -0.40 -0.10 -0.108
C -0.5922 -1.0002 -0.7692 0.65 0.34 0.22 -0.242
C 0.4249 -0.5531 -1.8465 -0.34 -0.17 -0.05 -0.196
C 1.1690 -1.7382 -2.5016 -0.10 0.41 -0.40 -0.201
C 2.6468 -1.4680 -2.7805 0.32 -0.03 0.22 -0.204
C 3.4358 -0.9999 -1.5388 0.39 -0.19 -0.29 -0.214
C 4.1223 0.3666 -1.6853 -0.35 0.06 0.80 -0.205
C 4.2106 1.0668 -0.3183 -0.06 0.10 -0.72 -0.216
C 4.7966 2.4915 -0.3989 -0.16 0.05 0.32 -0.194
C 6.0373 2.6870 0.4735 0.31 -0.57 -0.33 -0.205
C 5.8175 2.2424 1.9261 0.21 0.33 -0.04 -0.208
C 6.7358 2.9442 2.9434 -0.26 0.03 -0.17 -0.185
C 6.0661 3.2450 4.2921 0.40 0.10 -0.02 -0.224
C 6.1526 2.1344 5.3392 -0.13 -0.07 0.01 -0.218
C 5.5009 0.7841 4.9944 0.06 0.26 0.34 -0.131
C 3.9849 0.6206 5.1437 0.40 -0.68 -0.02 -0.627
Br 2.9985 2.2742 5.5206 0.07 0.14 -0.38 0.953
O 3.6671 -0.2421 6.2412 -0.16 0.64 0.22 0.013
C 2.3211 -0.5092 6.0633 0.45 -0.06 -0.57 -0.597
O 1.5199 -0.5912 6.9132 -0.39 -0.43 0.57 0.213
O 2.0879 -0.6242 4.7338 0.01 0.60 0.01 0.099
C 3.2954 -0.2299 4.0455 -0.21 -0.83 -0.23 -0.377
N 3.0077 0.4044 2.8028 -0.38 0.18 0.43 0.155
C 2.0706 1.1311 2.5637 0.07 0.32 0.32 -0.776
S 0.9245 2.1338 2.2606 0.08 0.09 -0.19 0.825
C 4.0785 -1.5664 3.7831 0.46 0.02 -0.26 -0.273
C 4.8449 -1.6302 2.4812 0.09 -0.29 -0.10 -0.014
F 3.1618 -2.6074 3.7690 -0.02 0.11 -0.03 0.023
H -0.4575 0.1056 1.1240 0.22 -0.08 -0.13 0.019
H 1.0458 -0.7360 0.6479 -0.05 0.10 0.09 0.042
H -0.2998 -1.6300 1.3168 -0.04 0.04 0.00 0.074
H -0.8043 -2.0539 -0.9235 -0.10 0.14 -0.07 0.058
H -1.5212 -0.4360 -0.8884 -0.04 -0.13 0.03 0.102
H 1.1382 0.1511 -1.4075 -0.08 0.01 0.00 0.092
H -0.1136 -0.0040 -2.6238 0.16 0.03 -0.03 0.106
H 0.6846 -1.9187 -3.4670 -0.02 -0.29 0.12 0.108
H 1.0444 -2.6523 -1.9149 0.11 0.10 0.12 0.113
H 3.1201 -2.3748 -3.1681 -0.16 0.01 -0.09 0.104
H 2.7552 -0.7192 -3.5723 -0.13 0.01 0.05 0.106
H 4.2182 -1.7356 -1.3264 -0.10 -0.02 0.14 0.109
H 2.7875 -0.9875 -0.6576 -0.02 0.01 -0.07 0.079
H 3.5239 1.0183 -2.3298 0.21 -0.09 -0.23 0.111
H 5.1323 0.2381 -2.0833 -0.13 0.17 -0.30 0.117
H 4.7902 0.4303 0.3534 -0.14 0.10 0.11 0.088
H 3.1790 1.1289 0.0431 0.16 -0.14 0.26 0.084
H 5.0089 2.7421 -1.4426 0.11 0.00 0.05 0.106
H 4.0322 3.2042 -0.0676 0.04 -0.01 -0.04 0.110
H 6.4024 3.7165 0.4203 -0.18 0.04 0.09 0.091
H 6.8353 2.0606 0.0481 0.07 0.16 0.02 0.118
H 5.9915 1.1658 1.9742 -0.28 0.01 0.05 0.077
H 4.7702 2.4293 2.1870 0.03 -0.06 0.07 0.105
H 7.6483 2.3532 3.0808 0.02 0.11 0.08 0.118
H 7.0446 3.9029 2.5178 0.06 -0.06 0.00 0.091
H 6.5834 4.1129 4.7144 -0.11 -0.04 0.10 0.112
H 5.0386 3.5632 4.1094 0.00 -0.06 0.06 0.068
H 5.7656 2.4868 6.2984 -0.04 0.00 -0.05 0.097
H 7.2146 1.9284 5.5098 -0.05 -0.03 -0.04 0.116
H 5.7837 0.5082 3.9795 -0.05 -0.03 0.03 0.093
H 5.9263 0.0496 5.6830 -0.03 -0.10 -0.17 0.134
H 4.7601 -1.7670 4.6119 -0.16 0.09 0.09 0.150
H 5.2260 -2.6492 2.3812 0.00 0.06 0.03 0.095
H 5.7069 -0.9634 2.4644 -0.11 0.08 0.02 0.070
H 4.2106 -1.4263 1.6194 -0.04 0.09 0.09 0.069
O -7.5045 -3.6526 -2.3172 -0.02 -0.22 -0.16 0.096
C -6.3121 -3.6107 -2.0641 0.02 0.15 0.23 -0.291
C -5.7678 -2.8888 -0.9341 -0.12 0.02 0.00 0.078
C -4.4420 -2.8753 -0.7391 -0.04 0.05 0.06 -0.220
O -3.8523 -2.2371 0.2620 0.00 -0.01 -0.05 0.118
C -3.4893 -3.5940 -1.6650 0.02 -0.08 -0.10 -0.299
O -2.3018 -3.5030 -1.4050 -0.20 -0.25 0.00 0.086
C -4.0339 -4.3324 -2.7812 0.10 0.01 -0.01 0.075
C -5.3620 -4.3515 -2.9804 0.10 -0.06 -0.10 -0.225
O -5.9182 -5.0112 -3.9818 -0.11 0.13 0.03 0.121
H -6.4570 -2.3757 -0.2782 0.03 -0.01 0.02 0.108
H -2.8914 -2.3865 0.1549 0.01 0.00 -0.03 0.104
H -3.3451 -4.8553 -3.4295 -0.03 -0.01 -0.02 0.136
H -6.8873 -4.8931 -3.9374 -0.03 -0.14 0.10 0.091
O 9.5124 7.5586 -3.7225 -0.01 -0.08 -0.02 0.107
C 9.2038 7.2907 -2.5757 -0.02 0.16 0.08 -0.312
C 9.0010 8.2699 -1.5283 0.03 0.05 -0.10 0.073
C 8.6770 7.8503 -0.2970 0.00 0.09 0.00 -0.233
O 8.4699 8.6639 0.7278 0.01 -0.04 -0.02 0.118
C 8.5182 6.3841 0.0391 0.00 -0.13 -0.09 -0.310
O 8.2387 6.1118 1.1939 -0.02 0.08 0.01 0.096
C 8.6993 5.4083 -1.0125 -0.03 -0.15 0.13 0.070
C 9.0209 5.8252 -2.2453 -0.01 -0.05 0.01 -0.231
O 9.2074 5.0128 -3.2735 0.01 0.04 0.02 0.120
H 9.1188 9.3151 -1.7763 0.00 0.00 0.02 0.136
H 8.2562 8.0899 1.4901 0.00 -0.03 0.00 0.120
H 8.5697 4.3641 -0.7636 0.01 -0.01 -0.04 0.128
H 9.4313 5.5862 -4.0338 0.01 0.03 0.00 0.121
O -10.6580 3.1863 0.4158 -0.07 -0.05 0.03 0.106
C -9.8241 2.3132 0.5724 0.16 0.08 -0.04 -0.312
C -8.4005 2.4919 0.3816 -0.05 0.10 -0.03 0.073
C -7.5830 1.4467 0.5714 0.06 0.07 -0.01 -0.230
O -6.2679 1.5039 0.4245 -0.05 -0.03 0.00 0.120
C -8.0994 0.0834 0.9756 -0.12 -0.05 0.03 -0.300
O -7.2650 -0.7969 1.1012 0.02 0.04 0.01 0.085
C -9.5179 -0.0924 1.1867 0.05 -0.11 0.02 0.076
C -10.3356 0.9540 0.9999 -0.05 -0.07 0.02 -0.232
O -11.6474 0.9017 1.1659 0.04 0.02 -0.01 0.120
H -8.0419 3.4689 0.0907 0.02 -0.01 -0.01 0.136
H -5.9298 0.6074 0.6230 -0.01 -0.02 0.01 0.119
H -9.8746 -1.0668 1.4887 -0.02 0.01 -0.01 0.137
H -11.9819 1.7976 0.9594 0.02 0.02 -0.02 0.121
O -13.9174 -6.2936 -4.8706 0.02 -0.06 -0.05 0.104
C -12.7326 -6.2303 -4.5943 -0.01 0.09 0.14 -0.315
C -12.1862 -5.5106 -3.4670 -0.11 0.01 -0.01 0.072
C -10.8581 -5.4965 -3.2674 -0.10 0.06 0.10 -0.226
O -10.3029 -4.8553 -2.2539 0.12 -0.11 -0.03 0.122
C -9.9072 -6.2182 -4.1979 0.02 -0.16 -0.21 -0.296
O -8.7129 -6.1519 -3.9636 0.00 0.18 0.16 0.097
C -10.4562 -6.9565 -5.3159 0.08 -0.01 0.00 0.073
C -11.7824 -6.9685 -5.5087 0.05 -0.06 -0.08 -0.235
O -12.3786 -7.6133 -6.4993 0.00 0.03 0.03 0.118
H -12.8740 -4.9973 -2.8101 0.03 0.02 0.01 0.136
H -9.3331 -4.9635 -2.3021 0.04 0.14 -0.11 0.094
H -9.7687 -7.4802 -5.9648 -0.01 0.00 -0.01 0.136
H -13.3362 -7.4433 -6.3924 -0.01 0.02 0.02 0.121
```
Forces are in eV/Å.

net charge = 0
SMILES = CCCCCCCCCCCCCCC[C@]1(Br)OC(=O)O[C@]1(N=C=S)[C@H](C)F.O=C1C=C(O)C(=O)C=C1O.O=C1C=C(O)C(=O)C=C1O.O=C1C=C(O)C(=O)C=C1O.O=C1C=C(O)C(=O)C=C1O
total energy = -171478.128 eV
spin multiplicity = 1
E_HOMO = -9.596 eV
Kohn-Sham gap = 8.0 eV


[2]
Formula: C45H51Cl2N9O3
Source: the Open Molecules 2025 dataset
Level of theory: ωB97M-V/def2-TZVPD

XYZ file:
```
110
Properties=species:S:1:pos:R:3:forces:R:3:lowdin_charge:R:1
C -2.8422 1.0340 1.6063 -0.07 -1.06 0.26 0.045
C -2.7923 -0.4484 1.9248 -0.85 2.15 -2.69 -0.044
C -3.2958 -1.3725 0.6830 1.25 -3.60 -0.95 -0.008
C -2.5902 -2.5598 0.0508 -1.64 3.92 1.16 -0.084
C -1.2552 -3.2953 0.6224 -3.88 -4.08 3.25 -0.542
Cl 0.5170 -3.0139 0.3786 -2.45 0.01 0.00 0.588
C -1.6403 -4.4091 1.5895 1.51 2.23 -2.24 -0.529
C -0.6115 -5.3327 2.4480 -0.60 0.69 0.85 -0.157
Cl -3.4590 -4.8198 1.9086 2.88 0.80 -0.60 0.545
C -3.4250 -2.7533 -1.3193 4.63 -0.52 -6.61 -0.212
O -2.8578 -3.0766 -2.4566 -3.36 0.96 6.98 0.032
O -4.7523 -2.1147 -1.4441 4.25 0.33 4.74 0.049
C -4.6750 -1.4374 -0.1517 -6.37 0.62 5.26 -0.255
O -5.7693 -1.2455 0.5425 6.06 -0.53 -4.50 0.051
H -1.9024 1.6277 1.1922 -1.43 -1.12 2.52 0.076
H -3.7889 1.7151 1.7777 1.32 -1.91 -1.90 0.100
H -2.2670 -0.7362 2.9126 0.31 -0.37 -2.73 0.118
H 0.3206 -5.6680 1.8347 -1.89 0.68 0.97 0.068
H -1.1651 -6.2599 2.9452 1.15 2.07 -1.41 0.094
H -0.2518 -4.6545 3.3602 -0.63 -1.43 -1.98 0.104
C -8.9287 0.0266 -3.6002 0.00 -0.32 -0.23 -0.121
C -8.3784 0.8910 -2.6239 0.28 0.13 0.24 -0.118
C -7.2135 0.3119 -2.1726 0.00 -0.01 -0.03 -0.145
N -7.0442 -0.8738 -2.8390 -0.08 0.08 -0.14 0.014
C -8.0824 -1.0536 -3.7155 -0.03 0.02 0.03 -0.137
H -9.8429 0.1764 -4.1597 0.15 -0.04 0.09 0.089
H -8.7874 1.8347 -2.2868 0.08 -0.16 -0.05 0.089
H -6.4932 0.6406 -1.4354 -0.20 -0.05 -0.09 0.096
H -6.2733 -1.5153 -2.7054 -0.34 0.26 -0.08 0.113
H -8.1308 -1.9331 -4.3435 -0.01 0.16 0.10 0.106
C 3.5654 -7.6016 5.4615 -0.02 0.39 0.15 -0.118
C 3.2089 -8.5020 4.4293 -0.20 -0.13 -0.38 -0.120
C 2.7498 -7.7514 3.3702 -0.09 -0.10 -0.02 -0.136
N 2.8123 -6.4300 3.7290 0.03 0.00 0.03 0.000
C 3.3136 -6.3287 5.0006 -0.03 0.06 0.12 -0.139
H 3.9639 -7.8543 6.4355 -0.02 0.06 -0.16 0.094
H 3.2800 -9.5817 4.4555 0.05 0.16 -0.07 0.087
H 2.3837 -8.0437 2.3951 0.11 -0.01 0.17 0.099
H 2.5331 -5.6515 3.1462 0.17 -0.29 0.23 0.135
H 3.4464 -5.3622 5.4679 0.00 -0.19 -0.05 0.106
C -1.8878 6.0237 -0.0638 -0.24 -0.35 -0.14 -0.111
C -0.6974 6.5998 0.4406 0.38 -0.04 0.08 -0.122
C 0.1783 5.5699 0.7022 0.09 0.05 0.05 -0.134
N -0.4437 4.3924 0.3779 0.02 0.03 0.00 -0.003
C -1.7020 4.6596 -0.0953 -0.14 0.03 0.01 -0.150
H -2.7834 6.5473 -0.3720 0.14 -0.11 0.05 0.093
H -0.5000 7.6527 0.5955 -0.01 -0.17 0.03 0.084
H 1.1876 5.5741 1.0916 -0.17 0.04 -0.06 0.107
H -0.0374 3.4706 0.4721 -0.10 0.40 -0.08 0.141
H -2.3563 3.8583 -0.4115 0.07 0.17 0.01 0.100
C -3.0961 -2.1668 -5.5107 -0.29 0.34 0.17 -0.108
C -2.3368 -2.8390 -6.4981 0.11 0.02 -0.41 -0.112
C -2.5109 -2.1595 -7.6830 0.05 -0.10 -0.04 -0.149
N -3.3522 -1.1037 -7.4461 0.03 0.07 -0.08 -0.009
C -3.7099 -1.0969 -6.1230 -0.02 -0.06 0.08 -0.141
H -3.1846 -2.4335 -4.4655 0.02 0.07 -0.30 0.055
H -1.7281 -3.7232 -6.3595 -0.10 0.15 -0.03 0.091
H -2.1101 -2.3372 -8.6720 -0.06 0.00 0.18 0.103
H -3.6602 -0.4340 -8.1391 0.13 -0.28 0.29 0.146
H -4.3700 -0.3344 -5.7319 0.09 -0.15 -0.03 0.103
C 1.1340 -12.7524 6.1574 0.00 0.20 -0.34 -0.117
C 1.1646 -12.6632 7.5697 0.02 0.19 0.35 -0.115
C 1.3523 -11.3380 7.8933 0.02 -0.05 0.00 -0.139
N 1.4407 -10.6253 6.7258 -0.07 -0.06 0.03 0.010
C 1.3032 -11.4787 5.6622 0.00 -0.01 -0.03 -0.153
H 1.0015 -13.6487 5.5656 0.02 0.14 0.09 0.086
H 1.0603 -13.4778 8.2747 0.02 0.16 -0.11 0.091
H 1.4315 -10.8428 8.8518 -0.01 -0.12 -0.16 0.106
H 1.5840 -9.6260 6.6597 -0.02 -0.31 -0.06 0.134
H 1.3391 -11.1078 4.6466 0.06 -0.05 0.21 0.080
C 2.0290 11.1176 -1.4380 0.30 -0.26 -0.10 -0.126
C 0.6950 11.4117 -1.0676 -0.36 -0.11 0.07 -0.115
C -0.0322 10.2495 -1.1957 -0.01 0.02 -0.03 -0.140
N 0.8152 9.2658 -1.6349 0.03 0.04 0.05 0.011
C 2.0754 9.7846 -1.7803 0.00 0.07 -0.07 -0.162
H 2.8658 11.8038 -1.4524 -0.12 -0.11 -0.01 0.092
H 0.3068 12.3680 -0.7418 0.05 -0.17 -0.03 0.092
H -1.0777 10.0392 -1.0135 0.17 0.07 -0.04 0.107
H 0.5519 8.3069 -1.8216 0.07 0.29 0.11 0.142
H 2.8948 9.1629 -2.1154 -0.14 0.10 0.01 0.105
C 4.7268 7.5414 1.6470 -0.32 0.15 -0.16 -0.119
C 6.1364 7.4977 1.5274 0.36 0.11 -0.18 -0.119
C 6.4845 8.3129 0.4737 0.09 -0.07 0.02 -0.143
N 5.3340 8.8431 -0.0496 -0.03 -0.02 0.05 0.004
C 4.2575 8.3826 0.6629 -0.13 -0.09 0.04 -0.145
H 4.1196 7.0169 2.3733 0.09 0.11 -0.11 0.087
H 6.8237 6.9330 2.1440 -0.10 0.11 -0.12 0.090
H 7.4497 8.5594 0.0518 -0.16 -0.07 0.10 0.105
H 5.2869 9.4759 -0.8377 0.00 -0.20 0.34 0.143
H 3.2523 8.6908 0.4084 0.17 -0.03 0.08 0.089
C 3.8649 -12.7365 1.5651 -0.12 -0.27 0.28 -0.111
C 3.5295 -11.5489 0.8720 -0.26 0.31 -0.07 -0.114
C 2.2534 -11.1982 1.2522 0.05 0.09 -0.09 -0.153
N 1.8054 -12.1351 2.1468 0.01 0.01 0.05 -0.004
C 2.7835 -13.0740 2.3479 0.06 -0.08 -0.02 -0.140
H 4.7954 -13.2855 1.5012 -0.17 0.09 0.03 0.092
H 4.1520 -11.0075 0.1714 -0.12 -0.08 0.12 0.091
H 1.6270 -10.3651 0.9625 0.11 -0.15 0.00 0.101
H 0.8959 -12.1332 2.5898 0.34 -0.04 -0.19 0.139
H 2.6260 -13.9005 3.0278 0.06 0.14 -0.12 0.106
C 3.6867 13.8517 -5.7792 0.02 0.39 -0.16 -0.118
C 3.1243 13.0147 -4.7861 -0.23 -0.04 0.33 -0.116
C 2.3224 13.8026 -3.9911 0.01 -0.07 0.09 -0.142
N 2.3850 15.0865 -4.4668 -0.01 -0.02 -0.04 -0.003
C 3.2103 15.1250 -5.5604 0.10 0.02 -0.07 -0.146
H 4.3651 13.5573 -6.5694 -0.12 0.07 0.12 0.090
H 3.2863 11.9514 -4.6643 -0.07 0.18 0.01 0.088
H 1.7152 13.5604 -3.1291 0.11 -0.03 -0.17 0.093
H 1.8977 15.8809 -4.0730 0.19 -0.33 -0.17 0.148
H 3.3887 16.0530 -6.0870 0.00 -0.18 0.07 0.104
```
Forces are in eV/Å.

net charge = 0
SMILES = C=CC1=C(/C(Cl)=C(/C)Cl)C(=O)OC1=O.c1cc[nH]c1.c1cc[nH]c1.c1cc[nH]c1.c1cc[nH]c1.c1cc[nH]c1.c1cc[nH]c1.c1cc[nH]c1.c1cc[nH]c1.c1cc[nH]c1
total energy = -92076.470 eV
spin multiplicity = 1
E_HOMO = -7.938 eV
Kohn-Sham gap = 5.3 eV